Record 1
A molecular structure, C14H24Cl3N2O3S4SbSe2SiW in a non-equilibrium geometry, computed with ωB97M-V/def2-TZVPD.

Atoms and positions in Å:
1 W -1.9612 0.4402 -0.6132
2 C 2.6869 -2.5473 2.4334
3 Se 1.4057 -2.2825 0.9807
4 C -0.1473 -3.1273 1.8551
5 C -0.8144 -2.1800 2.8274
6 Se -2.0759 -0.8827 2.0209
7 C -3.6184 -2.0736 2.0221
8 H 2.7790 -3.6118 2.6393
9 H 2.3648 -2.0070 3.3200
10 H 3.6377 -2.1516 2.0870
11 H 0.2241 -4.0251 2.3580
12 H -0.8321 -3.4333 1.0615
13 H -0.0778 -1.5620 3.3469
14 H -1.4083 -2.7214 3.5720
15 H -3.8736 -2.3060 3.0537
16 H -3.3857 -2.9846 1.4737
17 H -4.4450 -1.5517 1.5415
18 S -1.5061 2.1351 -2.2373
19 Sb -1.8911 0.8007 -4.3320
20 S -3.4147 -0.4999 -2.4847
21 S -2.7239 -1.8070 -1.1368
22 S 0.1456 -0.1334 -4.6574
23 O 1.4541 3.3308 -1.7413
24 C 2.2551 2.7354 -2.7392
25 N 3.4158 2.1494 -2.1263
26 C 3.5622 0.9042 -1.6190
27 O 4.5840 0.5537 -1.0666
28 C 2.4072 -0.0381 -1.7793
29 C 2.6097 -1.3063 -2.3188
30 C 1.5188 -2.1493 -2.4058
31 C 0.2965 -1.7221 -1.9159
32 N 0.0994 -0.5295 -1.3433
33 C 1.1528 0.2957 -1.2958
34 H 0.5216 3.2768 -2.0009
35 H 2.5975 3.5085 -3.4423
36 H 1.7037 1.9641 -3.2941
37 H 4.1757 2.7795 -1.9047
38 H 3.5923 -1.5979 -2.6548
39 H 1.5961 -3.1271 -2.8470
40 H -0.5562 -2.3825 -1.9886
41 H 0.9895 1.2672 -0.8422
42 Cl -3.9985 1.5939 2.3126
43 Si -4.1012 1.4265 0.1959
44 Cl -4.7192 3.3120 -0.3893
45 Cl -5.8095 0.2469 -0.0327
46 C 0.7945 1.4658 2.4237
47 O -0.1054 0.8316 1.5265
48 C -0.8651 1.5610 0.6635
49 C -0.8347 3.0477 0.8416
50 H 1.5497 2.0275 1.8710
51 H 1.2835 0.6692 2.9795
52 H 0.2750 2.1303 3.1177
53 H 0.1722 3.4621 0.7388
54 H -1.2033 3.2953 1.8391
55 H -1.4821 3.5298 0.1064

- energy (eV) = -251876.7610
- spin multiplicity = 1
- gap between HOMO and LUMO (spin up / spin down) (eV) = 6.06 / 6.06
- largest force on an atom (eV Å⁻¹) = 2.2
- energy relative to the best compared isomer or geometry (same formula, charge and spin) (kcal per mole) = 15.14

---

Record 2
7 unconnected molecules or ions with the total composition C14H24Cl9NO9 in a non-equilibrium geometry, computed with ωB97M-V/def2-TZVPD.

Atoms and positions in Å:
1 C 1.5992 2.2483 -3.8881
2 O 2.0487 0.9007 -3.6437
3 C 1.9402 0.3986 -2.3838
4 O 1.3697 0.8816 -1.4180
5 O 2.5605 -0.7914 -2.3635
6 C 2.5716 -1.5919 -1.1812
7 H 1.7955 2.9184 -3.0511
8 H 0.5387 2.0944 -4.0877
9 H 2.2379 2.7387 -4.6226
10 H 1.5966 -2.0706 -1.0893
11 H 2.8340 -1.1552 -0.2176
12 H 3.3087 -2.3320 -1.4924
13 C 1.9254 -3.6270 1.3807
14 O 1.6692 -4.6707 2.2858
15 C 1.1072 -5.8388 1.9815
16 O 0.6447 -6.6501 2.7747
17 O 1.1138 -6.0651 0.6634
18 C 0.4350 -7.1986 0.1326
19 H 2.5101 -3.9467 0.5181
20 H 2.3860 -2.7752 1.8811
21 H 0.9498 -3.3020 1.0192
22 H -0.6268 -6.9775 0.2409
23 H 0.5905 -8.1589 0.6243
24 H 0.5482 -7.2983 -0.9469
25 C -4.3828 2.8064 1.1905
26 O -3.7346 4.0440 1.1263
27 C -2.4744 4.2222 1.2109
28 O -1.5892 3.3605 1.4308
29 O -2.2285 5.5005 1.0836
30 C -0.9221 6.0332 1.1823
31 H -5.4649 2.9369 1.1819
32 H -4.0584 2.3801 2.1397
33 H -4.1271 2.1967 0.3239
34 H -0.9337 7.1171 1.0671
35 H -0.3051 5.6173 0.3858
36 H -0.4218 5.9090 2.1427
37 Cl 1.9610 4.4232 -0.4277
38 C 1.8907 3.0031 0.6966
39 Cl 1.8634 3.6423 2.3666
40 Cl 3.4290 2.1076 0.5595
41 H 1.0153 2.3626 0.5889
42 Cl -1.7112 2.5552 5.9834
43 C -1.3130 1.4790 4.6448
44 Cl -2.2403 -0.0387 4.9833
45 Cl 0.4409 1.2023 4.5057
46 H -1.7668 1.8883 3.7422
47 Cl -2.4852 0.1366 1.5046
48 C -1.0667 -0.0209 0.4304
49 Cl -1.3631 -1.0863 -0.9125
50 Cl 0.3447 -0.5688 1.2809
51 H -0.8293 0.9341 -0.0384
52 C -0.5979 -2.2825 -4.2098
53 C -1.3424 -1.4247 -5.1608
54 N -1.9285 -0.7361 -5.9122
55 H -0.5531 -3.2697 -4.6697
56 H -1.1760 -2.2742 -3.2857
57 H 0.4170 -1.8871 -4.2518

- energy (eV) = -147524.7040
- spin multiplicity = 1
- gap between HOMO and LUMO (eV) = 11.02
- largest force on an atom (eV Å⁻¹) = 4.8
- energy relative to the best compared isomer or geometry (same formula, charge and spin) (kcal per mole) = 0.00

---

Record 3
A molecular structure, C14H24CuN6OSSe in a non-equilibrium geometry, computed with ωB97M-V/def2-TZVPD.

Atoms and positions in Å:
1 Cu -1.0479 0.2478 0.3023
2 C -2.0926 3.1568 -0.5049
3 C -0.5693 2.9863 -0.3936
4 C 0.0184 4.1581 0.4201
5 C 0.0499 2.9900 -1.8055
6 O -0.2082 1.8073 0.2393
7 H -2.3373 4.0726 -1.0363
8 H -2.5473 3.1974 0.4841
9 H -2.5226 2.3209 -1.0573
10 H -0.1634 5.0939 -0.0993
11 H 1.0884 4.0173 0.5474
12 H -0.4454 4.1950 1.4043
13 H -0.1988 3.9084 -2.3263
14 H -0.3371 2.1470 -2.3734
15 H 1.1295 2.8914 -1.7331
16 C 0.4583 -2.4468 -0.3381
17 N 0.7726 -1.0934 0.1540
18 C 1.5263 -1.2275 1.4107
19 N 2.7335 -2.0163 1.2423
20 C 2.3625 -3.3334 0.7336
21 N 1.6503 -3.2445 -0.5346
22 C 2.5075 -2.5605 -1.4998
23 N 2.8843 -1.2316 -1.0322
24 C 1.6772 -0.4564 -0.8282
25 C 3.5797 -1.3724 0.2400
26 H -0.0754 -2.3655 -1.2885
27 H -0.1913 -2.9484 0.3859
28 H 0.8963 -1.7128 2.1630
29 H 1.7922 -0.2288 1.7661
30 H 1.7241 -3.8333 1.4686
31 H 3.2704 -3.9241 0.5903
32 H 1.9740 -2.4667 -2.4498
33 H 3.4110 -3.1558 -1.6570
34 H 1.1519 -0.3588 -1.7817
35 H 1.9324 0.5402 -0.4616
36 H 3.8820 -0.3851 0.6002
37 H 4.4735 -1.9856 0.0913
38 S -3.6651 -2.0272 3.0936
39 C -4.4162 -0.6410 2.4172
40 C -3.5463 0.0279 1.6244
41 N -2.3116 -0.5377 1.5438
42 C -2.2258 -1.6164 2.2619
43 H -5.4363 -0.4000 2.6315
44 H -3.7552 0.9282 1.0758
45 H -1.3432 -2.2171 2.3545
46 Se -2.3643 -0.7492 -1.5723
47 C -2.5135 0.5218 -2.8294
48 N -2.6319 1.3279 -3.6433

- energy (eV) = -146715.8303
- spin multiplicity = 2
- gap between HOMO and LUMO (spin up / spin down) (eV) = 7.97 / 6.85
- largest force on an atom (eV Å⁻¹) = 1.1
- energy relative to the best compared isomer or geometry (same formula, charge and spin) (kcal per mole) = 6.87
- expectation value of S² = 0.76